A 11-piece molecular cluster, C32H93N15O11 overall at a distorted geometry. Source: OMol25; level of theory: ωB97M-V with the def2-TZVPD basis set.

Computed properties:
Energy relative to the best compared isomer or geometry (same formula, charge and spin)   991.4 kJ/mol
Calculated total energy   -2923.70620 Ha
F_max   10.8 eV Å⁻¹
SMILES   COC[C@H](C)N.COC[C@H](C)N.COC[C@H](C)N.COC[C@H](C)N.COC[C@H](C)N.COC[C@H](C)N.COC[C@H](C)N.NC(N)=O.NC(N)=O.NC(N)=O.NC(N)=O
2S+1   1
HOMO-LUMO gap   8.880 eV
Total charge   0

Positions of all 151 atoms, in Å:
1 C 2.729 8.937 2.019
2 O 1.670 7.896 1.938
3 C 1.998 6.707 2.592
4 C 0.952 5.606 2.280
5 C -0.431 5.941 2.875
6 N 1.423 4.294 2.655
7 H 2.491 9.966 1.748
8 H 3.537 8.614 1.364
9 H 3.136 9.048 3.024
10 H 2.999 6.380 2.311
11 H 2.015 6.927 3.659
12 H 0.833 5.623 1.197
13 H -1.168 5.165 2.666
14 H -0.795 6.895 2.494
15 H -0.344 5.968 3.961
16 H 1.312 4.081 3.636
17 H 2.413 4.254 2.456
18 C 8.299 1.945 5.974
19 O 7.087 1.662 5.217
20 C 6.021 2.250 5.814
21 C 5.238 1.044 6.333
22 C 4.911 -0.023 5.258
23 N 3.856 1.543 6.602
24 H 8.966 1.083 5.946
25 H 8.056 1.779 7.024
26 H 8.791 2.899 5.784
27 H 6.115 2.811 6.744
28 H 5.518 2.870 5.072
29 H 5.713 0.568 7.191
30 H 4.659 0.322 4.255
31 H 4.050 -0.637 5.523
32 H 5.795 -0.634 5.078
33 H 3.926 2.127 7.423
34 H 3.361 0.748 6.981
35 C -1.408 10.082 -4.827
36 O -1.316 8.744 -4.253
37 C -0.150 8.001 -4.199
38 C -0.175 6.727 -5.101
39 C -0.353 7.121 -6.528
40 N -1.201 5.823 -4.547
41 H -0.733 10.882 -4.521
42 H -2.363 10.470 -4.473
43 H -1.416 10.067 -5.917
44 H 0.790 8.506 -4.420
45 H -0.002 7.724 -3.155
46 H 0.773 6.189 -5.072
47 H -1.228 7.760 -6.648
48 H -0.637 6.303 -7.191
49 H 0.575 7.676 -6.664
50 H -1.958 6.400 -4.209
51 H -1.520 5.388 -5.400
52 C -6.339 -6.929 -5.976
53 O -5.216 -6.239 -5.558
54 C -4.024 -6.979 -5.406
55 C -2.898 -6.076 -4.932
56 C -1.467 -6.640 -5.240
57 N -2.975 -5.827 -3.561
58 H -6.289 -7.127 -7.046
59 H -7.243 -6.321 -5.951
60 H -6.533 -7.855 -5.435
61 H -4.203 -7.757 -4.664
62 H -3.783 -7.561 -6.295
63 H -3.100 -5.090 -5.351
64 H -1.330 -6.782 -6.312
65 H -1.279 -7.639 -4.846
66 H -0.695 -5.918 -4.974
67 H -3.942 -5.614 -3.363
68 H -2.590 -4.930 -3.302
69 C 8.089 1.225 0.062
70 O 7.364 2.234 -0.586
71 C 6.077 1.853 -0.957
72 C 5.554 2.620 -2.194
73 C 6.489 2.631 -3.468
74 N 5.284 4.016 -1.897
75 H 8.722 0.742 -0.681
76 H 7.486 0.554 0.675
77 H 8.846 1.686 0.696
78 H 6.193 0.809 -1.248
79 H 5.551 2.005 -0.015
80 H 4.697 2.043 -2.543
81 H 6.724 1.591 -3.694
82 H 7.388 3.135 -3.113
83 H 5.896 3.003 -4.304
84 H 4.280 4.088 -1.819
85 H 5.680 4.308 -1.015
86 C 5.695 -6.078 2.862
87 O 4.290 -6.341 2.935
88 C 3.813 -6.946 1.690
89 C 3.868 -6.054 0.365
90 C 3.414 -4.663 0.615
91 N 2.924 -6.763 -0.417
92 H 6.123 -5.471 3.660
93 H 6.081 -5.486 2.032
94 H 6.174 -7.055 2.933
95 H 4.328 -7.891 1.519
96 H 2.785 -7.149 1.990
97 H 4.851 -5.907 -0.084
98 H 2.372 -4.587 0.923
99 H 3.375 -4.103 -0.320
100 H 3.972 -4.210 1.435
101 H 2.083 -6.722 0.141
102 H 2.674 -6.627 -1.386
103 C -11.325 -2.882 -5.380
104 O -10.293 -2.416 -4.463
105 C -9.086 -1.912 -5.148
106 C -8.052 -1.349 -4.132
107 C -6.781 -0.802 -4.845
108 N -7.637 -2.367 -3.236
109 H -11.868 -2.052 -5.832
110 H -12.158 -3.164 -4.735
111 H -11.011 -3.628 -6.110
112 H -8.579 -2.643 -5.778
113 H -9.465 -1.060 -5.711
114 H -8.431 -0.513 -3.545
115 H -6.927 -0.044 -5.614
116 H -6.385 -1.674 -5.364
117 H -5.906 -0.410 -4.325
118 H -8.472 -2.836 -2.916
119 H -7.496 -3.012 -4.001
120 N -5.220 -0.556 1.595
121 C -5.512 -1.404 2.550
122 N -5.590 -2.525 2.089
123 O -5.667 -1.007 3.698
124 H -4.694 -0.978 0.843
125 H -5.304 0.444 1.715
126 H -5.818 -2.472 1.106
127 H -5.188 -3.329 2.550
128 N -0.531 -0.658 0.984
129 C -0.671 -0.301 -0.309
130 N -0.260 0.967 -0.490
131 O -1.033 -1.084 -1.214
132 H -0.021 -0.036 1.594
133 H -0.925 -1.554 1.233
134 H 0.020 1.544 0.290
135 H -0.510 1.391 -1.372
136 N -2.631 1.346 8.987
137 C -2.077 0.666 7.986
138 N -2.272 1.400 6.885
139 O -1.516 -0.417 8.110
140 H -2.564 0.829 9.852
141 H -3.381 1.967 8.717
142 H -2.712 2.282 7.105
143 H -2.039 0.988 5.992
144 N -0.483 -7.425 4.973
145 C -1.368 -6.981 4.159
146 N -2.619 -7.351 4.413
147 O -1.200 -6.236 3.192
148 H 0.414 -7.378 4.511
149 H -0.666 -7.951 5.816
150 H -3.418 -7.191 3.816
151 H -2.721 -7.962 5.210

Löwdin population analysis, charges in e, atoms 1 to 5:
1 C -0.060
2 O -0.192
3 C -0.242
4 C -0.440
5 C -0.055